C6H11NO as an isolated structure, computed with the ωB97M-V functional and the def2-TZVPD basis.

```
19
Properties=species:S:1:pos:R:3
C 0.32391 -2.79587 0.55190
C -0.17600 -1.40316 0.89073
C -0.05752 -0.58686 -1.41477
N -0.61907 -0.64212 -0.18822
O -0.26232 -1.00567 2.03527
H 0.44750 -3.36078 1.47252
H 1.28900 -2.73063 0.04134
H -0.36727 -3.31033 -0.11691
H 0.91871 -1.04201 -1.58578
H -0.73273 -0.63013 -2.26884
C 0.30755 2.01507 -0.98899
C -0.22943 1.83794 0.28273
C -0.45194 2.39840 1.45519
H -0.64758 0.57416 0.24654
H 1.37689 2.18633 -1.09165
H 0.27287 0.72840 -1.47812
H -0.29852 2.49342 -1.75581
H -0.22961 3.44702 1.63533
H -0.86442 1.82681 2.27755
```

Summary:
Frontier orbital gap: 9.39 eV
HOMO: -0.3384 Eh
F_max: 0.39 eV/Å
2S+1: 1
Electronic energy: -365.0687 a.u.

Atomic partial charges in e from the Löwdin method, atoms 1 to 6: C -0.007; C -0.517; C -0.127; N -0.031; O 0.061; H 0.080


C5H11N as an isolated structure at a distorted geometry, computed with the ωB97M-V functional and the def2-TZVPD basis.

```
17
Properties=species:S:1:pos:R:3
C -0.54618 1.40654 0.22078
C -0.30948 -0.05450 -0.00021
C -1.65971 -0.92072 -0.25139
C 0.88515 -0.72774 0.80573
C 1.67786 -0.14145 -0.35912
H -1.08348 1.46327 1.26738
H -1.39515 1.73023 -0.45894
H 0.30380 2.08508 0.18424
H -2.06062 -0.93011 0.71609
H -2.28124 -0.59770 -1.12218
H -1.30320 -1.93865 -0.48945
H 1.12277 -0.17201 1.76980
H 0.85579 -1.87423 1.04406
H 2.21934 0.78959 0.02681
H 2.45612 -0.77410 -0.56959
H 0.53308 0.78166 -1.69034
N 0.58514 -0.12516 -1.09365
```

Summary:
Frontier orbital gap: 9.74 eV
HOMO: -0.3193 Eh
F_max: 8.58 eV/Å
2S+1: 1
Electronic energy: -251.7599 a.u.

Atomic partial charges in e from the Löwdin method, atoms 1 to 6: C -0.070; C -0.568; C -0.012; C -0.078; C -0.333; H 0.117


A 14-piece molecular cluster, C34H46Cl52O4P overall at a distorted geometry, computed with the ωB97M-V functional and the def2-TZVPD basis.

```
137
Properties=species:S:1:pos:R:3
C -7.14179 1.61130 1.89893
C -5.89371 2.06926 2.88240
C -5.34389 3.57910 2.54585
C -3.77001 3.59230 1.99941
C -3.78044 3.82586 0.35365
C -4.16270 2.35353 -0.32441
C -3.76781 2.32173 -1.91894
C -3.10273 0.90605 -2.43182
C -1.89524 0.33116 -1.48314
C -0.81612 -0.63735 -2.26085
O -0.52553 -1.71016 -1.29782
C 0.22082 -1.22957 -0.12580
C -0.63196 -1.66421 1.23683
C 0.28391 -1.53572 2.60885
O -1.29812 -1.43475 -3.43758
P 0.16170 -2.01241 -4.26836
O 1.29239 -0.86942 -3.51886
C 0.44273 0.21196 -2.93106
C 0.05468 1.39865 -4.04395
C 1.44613 2.30126 -4.21404
C 1.35840 3.74829 -3.41120
C 2.20328 3.64022 -1.97293
C 3.79224 3.75325 -2.36779
C 4.61798 2.32212 -2.27214
O 4.40618 1.74003 -0.93769
C 3.74557 0.42705 -0.99552
H -8.05441 1.14929 2.48911
H -6.70688 0.86426 1.10354
H -7.52838 2.57496 1.34576
H -6.30384 2.04674 3.98549
H -5.06529 1.22834 2.82062
H -5.97377 4.09829 1.69971
H -5.41153 4.29322 3.49035
H -3.12503 4.45391 2.48940
H -3.27359 2.57731 2.30531
H -2.70804 4.19410 0.06032
H -4.58283 4.61388 0.00890
H -5.34101 2.21560 -0.19864
H -3.62323 1.55166 0.33554
H -3.10891 3.23213 -2.27430
H -4.79825 2.42767 -2.51242
H -2.66930 1.10357 -3.51321
H -3.90381 0.05065 -2.52330
H -1.28233 1.21882 -0.98232
H -2.40769 -0.34261 -0.64419
H 1.23373 -1.84572 -0.07558
H 0.51661 -0.09812 -0.15019
H -1.56221 -0.93545 1.40342
H -0.98742 -2.80322 1.19267
H 1.15695 -2.31327 2.65988
H -0.40046 -1.65873 3.57029
H 0.78041 -0.46124 2.64042
H 1.36945 -2.49736 -4.94360
H -0.02834 -1.26443 -5.48855
H -0.51050 -3.13898 -4.92757
H 0.51602 -3.02744 -3.29521
H 0.88846 0.86751 -2.06925
H -0.74588 2.16629 -3.60240
H -0.27952 0.95652 -5.08045
H 1.68616 2.55378 -5.33227
H 2.33110 1.61571 -3.82186
H 1.79382 4.65075 -4.04455
H 0.24809 4.06184 -3.13726
H 1.86545 4.51410 -1.23718
H 1.97344 2.63980 -1.40853
H 4.26507 4.57772 -1.66394
H 3.85076 4.18042 -3.46585
H 5.77125 2.62117 -2.32611
H 4.42010 1.59763 -3.16937
H 4.48998 -0.47688 -0.77280
H 2.88092 0.41521 -0.17320
H 3.21604 0.19371 -2.01527
C 2.96629 -3.84996 5.40908
Cl 2.76033 -3.73457 7.17507
Cl 4.32832 -4.93771 5.03978
Cl 1.47520 -4.49618 4.67830
Cl 3.30110 -2.23167 4.74310
C 5.85830 -6.97739 8.51807
Cl 6.10552 -7.22493 10.26510
Cl 4.37273 -6.02891 8.25696
Cl 7.25150 -6.09753 7.83998
Cl 5.70361 -8.55788 7.71023
C 1.44440 -6.28258 -2.50063
Cl -0.21235 -6.84867 -2.83113
Cl 1.40015 -4.57036 -2.00966
Cl 2.15482 -7.25811 -1.18967
Cl 2.43497 -6.45325 -3.97172
C 0.55713 -10.89406 -2.23865
Cl 1.96688 -10.36335 -3.19019
Cl -0.90359 -10.05899 -2.82490
Cl 0.34756 -12.65433 -2.41900
Cl 0.81754 -10.49985 -0.52073
C 3.47830 3.25535 -8.12903
Cl 4.57327 2.09025 -8.91519
Cl 3.33348 4.71249 -9.14416
Cl 1.87142 2.51366 -7.92211
Cl 4.13471 3.70491 -6.53482
C 2.26982 8.25851 -6.87973
Cl 3.67957 8.78922 -7.83127
Cl 0.80910 9.09358 -7.46598
Cl 2.06025 6.49824 -7.06009
Cl 2.53023 8.65272 -5.16181
C 6.09505 4.25183 1.07658
Cl 6.03090 2.58213 1.69503
Cl 6.91852 5.29390 2.26431
Cl 6.99282 4.28100 -0.46230
Cl 4.43831 4.85026 0.80913
C 1.34377 1.85231 5.21459
Cl 0.79207 3.11639 6.34251
Cl 0.09477 1.57693 3.97408
Cl 2.85532 2.37559 4.42948
Cl 1.63309 0.34057 6.11203
C -1.92851 -0.01789 -8.34100
Cl -2.04848 -0.73636 -6.71500
Cl -0.56289 1.12571 -8.38574
Cl -1.66290 -1.30727 -9.54181
Cl -3.43950 0.84611 -8.72160
C -9.31747 -1.73446 2.05946
Cl -8.64122 -1.53586 0.42308
Cl -7.98890 -1.85356 3.24074
Cl -10.33906 -0.32898 2.45441
Cl -10.30071 -3.21907 2.11970
C 3.07758 -8.54692 12.75366
Cl 4.17255 -9.71202 11.96749
Cl 2.93276 -7.08978 11.73852
Cl 1.47070 -9.28861 12.96057
Cl 3.73399 -8.09737 14.34786
C 1.23822 -2.94726 11.18973
Cl -0.14885 -2.53774 10.14915
Cl 2.43915 -3.86388 10.24513
Cl 1.98303 -1.44929 11.80319
Cl 0.67977 -3.93782 12.56136
C -4.43630 5.69604 -3.74454
Cl -3.34132 4.53094 -4.53071
Cl -4.58111 7.15318 -4.75968
Cl -6.04318 4.95434 -3.53762
Cl -3.77989 6.14559 -2.15034
```

Summary:
Frontier orbital gap: 4.88 eV
HOMO: -0.1438 Eh
F_max: 4.50 eV/Å
Charge: -1
2S+1: 1
Electronic energy: -25894.7987 a.u.

Atomic partial charges in e from the Löwdin method, atoms 1 to 6: C -0.163; C -0.246; C -0.210; C -0.210; C -0.233; C -0.182